No. 1
{"formula": "C4H11N3S", "method": "wB97M-V/def2-TZVPD", "homo_ev": -8.4, "de_lowest_kj_mol": 650.89, "homo_lumo_gap_ev": 9.03, "max_force_ev_per_a": 6.051, "spin_multiplicity": 1, "elements": ["C", "C", "C", "C", "H", "H", "H", "H", "H", "H", "H", "H", "H", "H", "H", "N", "N", "N", "S"], "positions_angstrom": [[2.86221, 0.63652, -0.83873], [2.22293, -0.00431, 0.52523], [1.06959, -0.93454, 0.50396], [-0.71609, 0.49726, 0.93910], [3.95001, -0.18863, -1.27947], [3.43108, 1.73583, -0.35799], [1.97025, 0.80367, -1.74356], [2.90946, -0.55248, 0.98986], [1.93029, 0.89787, 1.07947], [1.44378, -1.86220, -0.19247], [1.14574, -1.03049, 1.71187], [-1.31397, -1.20962, -1.79832], [-0.46527, 0.18970, 1.99052], [-0.75798, 1.46666, -1.26173], [-1.86084, 2.64271, -0.97556], [-0.05189, -0.40578, 0.00576], [-1.55761, 1.44273, 0.70794], [-1.57286, 1.66429, -0.62290], [-1.42112, -1.43570, -0.34847]], "mulliken_charge": [-0.78, -0.83, -0.53, 0.10, 0.22, 0.23, 0.21, 0.58, 0.36, 0.26, 0.23, 0.15, 0.35, 0.19, 0.26, 0.00, -0.45, -0.35, -0.20]}

***

No. 2
{"formula": "C21H49N3O18P4S2", "method": "wB97M-V/def2-TZVPD", "homo_ev": -9.4, "homo_lumo_gap_ev": 6.52, "max_force_ev_per_a": 10.222, "spin_multiplicity": 1, "elements": ["C", "C", "O", "N", "C", "C", "C", "C", "O", "P", "O", "O", "S", "O", "C", "C", "C", "C", "S", "C", "N", "N", "C", "O", "H", "H", "H", "H", "H", "H", "H", "H", "H", "H", "H", "H", "H", "H", "H", "H", "H", "H", "H", "H", "H", "H", "C", "O", "P", "O", "O", "C", "O", "C", "H", "H", "H", "H", "H", "H", "H", "H", "H", "C", "O", "P", "O", "O", "C", "O", "C", "H", "H", "H", "H", "H", "H", "H", "H", "H", "C", "O", "P", "O", "O", "C", "O", "C", "H", "H", "H", "H", "H", "H", "H", "H", "H"], "positions_angstrom": [[0.94762, 1.84384, -0.74597], [2.27415, 2.21402, 0.20178], [2.30656, 1.55520, 1.39161], [3.33214, 3.19506, -0.25374], [4.75144, 2.65491, 0.02038], [5.15824, 3.19133, 1.51521], [6.73201, 2.99074, 1.92447], [7.51394, 1.81987, 1.03425], [6.96127, 0.47084, 1.22136], [8.04161, -0.77936, 0.67531], [9.47138, -0.28504, 0.21947], [8.29054, -1.85243, 2.06868], [8.13402, -0.76579, 3.41696], [7.40363, -1.72663, -0.68142], [6.26492, -0.93556, -1.17389], [5.69266, -1.45446, -2.65557], [4.72402, -0.20927, -3.19386], [3.34606, -0.72487, -3.92011], [1.99061, -1.27672, -2.75107], [2.66572, -1.99845, -1.16031], [2.73192, -1.32814, 0.22488], [3.29187, -2.22984, 1.14663], [3.59424, -3.50758, 0.39466], [3.20814, -3.38640, -1.02017], [0.72879, 0.69188, -0.75437], [1.06807, 2.27762, -1.83616], [-0.02560, 2.36233, -0.29930], [3.22650, 3.46960, -1.25594], [4.73790, 1.48185, -0.00350], [5.44533, 3.15390, -0.77904], [4.50210, 2.62685, 2.31094], [4.91959, 4.34842, 1.66806], [7.33310, 4.01473, 1.83145], [6.79708, 2.63505, 3.05926], [8.65913, 1.91809, 1.35564], [7.49839, 2.03983, -0.12535], [7.13301, -1.23457, 4.28368], [5.37223, -0.90351, -0.40781], [6.64406, 0.17104, -1.37100], [6.59052, -1.66440, -3.40575], [5.09066, -2.45595, -2.57645], [5.36476, 0.33237, -4.04298], [4.54647, 0.60052, -2.35669], [2.91253, 0.21757, -4.51036], [3.60153, -1.51537, -4.77753], [4.07848, -4.52132, 0.74271], [-5.64695, -3.12089, -0.37047], [-4.68692, -3.44308, -1.35875], [-3.08277, -3.57212, -0.72392], [-2.82766, -2.12931, -1.18444], [-2.67131, -4.60600, -1.93670], [-2.91424, -4.22974, -3.28051], [-1.47860, -3.70122, -0.08896], [-0.87847, -2.55437, 0.48717], [-6.63674, -3.10667, -0.83287], [-5.63318, -3.87469, 0.42048], [-5.43347, -2.13520, 0.05096], [-2.91365, -3.14399, -3.41695], [-3.87717, -4.63516, -3.60097], [-2.13212, -4.65505, -3.91235], [-1.58844, -2.03097, 1.13394], [-0.51261, -1.88928, -0.29930], [-0.02516, -2.87535, 1.08647], [-3.17343, 5.74176, -2.54590], [-2.28218, 6.84059, -2.52533], [-0.87073, 6.54629, -1.56923], [-1.55023, 7.28975, -0.40974], [-0.01657, 7.62382, -2.47387], [-0.53029, 8.93010, -2.66403], [0.54078, 6.25186, -0.61312], [0.38767, 6.01992, 0.77617], [-4.01078, 5.98023, -3.20595], [-2.66074, 4.85471, -2.92578], [-3.55337, 5.54956, -1.53919], [-1.18046, 9.24694, -1.84283], [-1.08819, 8.96596, -3.60305], [0.30431, 9.63071, -2.73034], [-0.44576, 5.33693, 0.96389], [0.23290, 6.96766, 1.29825], [1.30617, 5.56850, 1.15420], [-8.23147, -6.64304, 4.91182], [-8.68821, -6.21100, 3.64418], [-8.62766, -4.49239, 3.45536], [-10.11753, -4.43964, 3.82462], [-8.48193, -4.66297, 1.82480], [-9.42183, -5.45821, 1.12437], [-8.56699, -2.77370, 3.26657], [-9.36337, -1.96554, 4.11512], [-8.25056, -7.73509, 4.93922], [-7.20693, -6.29966, 5.07433], [-8.88383, -6.25282, 5.69727], [-10.39201, -5.49996, 1.62883], [-9.02680, -6.47106, 1.01321], [-9.57069, -5.03368, 0.12966], [-9.30491, -2.31706, 5.14920], [-10.39950, -1.96624, 3.76701], [-8.98874, -0.94192, 4.06840]], "mulliken_charge": [-0.54, 0.57, -0.60, -0.16, -0.13, -0.62, -0.61, -0.35, -0.07, 0.77, -0.64, -0.35, -0.11, -0.40, 0.14, -0.54, -0.32, -0.59, -0.02, 0.08, 0.23, -0.49, 0.05, -0.27, -0.07, 0.25, 0.23, 0.29, -0.09, 0.39, 0.26, 0.29, 0.31, 0.20, 0.39, 0.22, 0.18, 0.15, 0.11, 0.35, 0.26, 0.39, -0.08, 0.33, 0.30, 0.33, -0.71, -0.32, 1.02, -0.63, -0.32, -0.59, -0.35, -0.55, 0.23, 0.30, 0.34, 0.32, 0.23, 0.24, 0.34, 0.21, 0.24, -0.75, -0.29, 1.01, -0.64, -0.32, -0.62, -0.28, -0.61, 0.24, 0.33, 0.33, 0.33, 0.23, 0.25, 0.33, 0.26, 0.19, -0.77, -0.27, 0.95, -0.62, -0.24, -0.67, -0.30, -0.58, 0.23, 0.33, 0.33, 0.33, 0.27, 0.23, 0.30, 0.25, 0.23]}

***

No. 3
{"formula": "C7H19N3", "method": "wB97M-V/def2-TZVPD", "homo_ev": -8.8, "de_lowest_kj_mol": 108.87, "homo_lumo_gap_ev": 9.59, "max_force_ev_per_a": 1.788, "spin_multiplicity": 1, "elements": ["C", "C", "C", "C", "C", "C", "C", "N", "N", "N", "H", "H", "H", "H", "H", "H", "H", "H", "H", "H", "H", "H", "H", "H", "H", "H", "H", "H", "H"], "positions_angstrom": [[0.02135, -0.57439, -0.09658], [-1.14080, 0.61494, -0.13126], [1.40025, 0.13594, -0.11911], [-0.09332, -1.52352, -1.30746], [-0.83410, 1.73436, -1.14848], [-2.50546, 0.00272, -0.51514], [-1.31112, 1.27681, 1.25436], [2.54492, -0.85560, 0.16783], [-0.10990, -1.41382, 1.10054], [3.01220, -0.66238, 1.52044], [3.28743, -0.70295, -0.52207], [0.17677, -0.86641, 1.91649], [0.63146, -2.12175, 1.05295], [3.56667, 0.19200, 1.62083], [3.62944, -1.42825, 1.80649], [1.59513, 0.54900, -1.11442], [1.45854, 0.95232, 0.60725], [-0.07065, -0.97332, -2.25216], [0.73463, -2.24173, -1.33006], [-1.01709, -2.11212, -1.27509], [-1.67950, 2.42726, -1.24250], [-0.62642, 1.33189, -2.14442], [0.02277, 2.34173, -0.83754], [-3.30985, 0.74357, -0.42529], [-2.51505, -0.34204, -1.55478], [-2.76604, -0.84240, 0.12970], [-1.66955, 0.55942, 2.00125], [-2.05407, 2.08332, 1.21733], [-0.37864, 1.71540, 1.62088]], "mulliken_charge": [1.60, 1.88, -1.28, -2.11, -1.80, -1.97, -1.88, -0.22, -0.77, -0.56, 0.26, 0.34, 0.35, 0.22, 0.22, 0.46, 0.38, 0.30, 0.53, 0.42, 0.48, 0.32, 0.36, 0.48, 0.36, 0.40, 0.44, 0.47, 0.33]}

***

No. 4
{"formula": "C23H19ClN4O2S", "method": "wB97M-V/def2-TZVPD", "homo_ev": -8.4, "de_lowest_kj_mol": 9.90, "homo_lumo_gap_ev": 8.79, "max_force_ev_per_a": 1.359, "spin_multiplicity": 1, "elements": ["C", "C", "C", "C", "C", "C", "C", "H", "H", "N", "C", "C", "C", "N", "C", "H", "H", "S", "C", "H", "H", "N", "C", "O", "C", "C", "O", "N", "C", "C", "C", "C", "C", "C", "C", "Cl", "H", "H", "H", "H", "C", "H", "H", "H", "H", "H", "H", "H", "H", "H"], "positions_angstrom": [[2.70859, 4.51499, 0.22904], [1.46026, 3.68850, 0.16871], [0.61688, 3.77366, -0.93394], [-0.52379, 3.00227, -1.01799], [-0.82689, 2.11533, 0.00533], [-0.01229, 2.03644, 1.12474], [1.12311, 2.82099, 1.19817], [1.74908, 2.75993, 2.07673], [-0.26718, 1.36910, 1.93494], [-2.00030, 1.34139, -0.07293], [-2.15877, 0.01422, 0.18166], [-3.51140, -0.24547, 0.07057], [-4.08165, 0.99164, -0.25949], [-3.16882, 1.93624, -0.35292], [-5.54848, 1.03211, -0.45014], [-5.83240, 1.28995, -1.47087], [-6.04584, 1.70873, 0.24470], [-6.10352, -0.68749, -0.09566], [-4.42445, -1.40319, 0.19598], [-4.24982, -2.17565, -0.55648], [-4.41900, -1.85750, 1.18889], [-1.12182, -0.88854, 0.41250], [0.03214, -0.94567, -0.32626], [0.38098, -0.07652, -1.09296], [0.80476, -2.18721, -0.13038], [0.39783, -3.49341, 0.00677], [1.47535, -4.28912, -0.02868], [2.59463, -3.54451, -0.18744], [2.22682, -2.29549, -0.25883], [3.15281, -1.17739, -0.41776], [4.00018, -1.09874, -1.51583], [4.83380, -0.00792, -1.67894], [4.83374, 1.01248, -0.74291], [4.01187, 0.94050, 0.36812], [3.17798, -0.15111, 0.52238], [2.19330, -0.27184, 1.93294], [4.01773, 1.72122, 1.11154], [5.48256, 1.86586, -0.87003], [5.48362, 0.04663, -2.53881], [3.98813, -1.89899, -2.23904], [-0.93262, -4.13688, 0.14750], [-1.24734, -4.14899, 1.19182], [-0.86594, -5.16704, -0.19398], [-1.67792, -3.60780, -0.44240], [-1.36585, -1.68700, 0.97913], [-1.18291, 3.06849, -1.86865], [0.86200, 4.45265, -1.73759], [3.12805, 4.51974, 1.23214], [2.50452, 5.54131, -0.06991], [3.45366, 4.10992, -0.45603]], "mulliken_charge": [-1.70, 0.98, -0.84, -0.46, -0.16, 0.16, -0.79, 0.42, 0.55, 1.12, -0.67, 0.72, -0.22, -1.30, -0.43, 0.29, 0.30, -0.20, -0.52, 0.29, 0.36, -0.02, 0.76, -0.61, 1.16, 0.09, -0.19, -0.73, -0.45, 0.19, -0.49, -0.72, -0.58, -0.65, 0.75, -0.16, 0.51, 0.42, 0.40, 0.47, -1.51, 0.35, 0.40, 0.38, 0.35, 0.50, 0.40, 0.34, 0.50, 0.25]}

***

No. 5
{"formula": "CH5OPS2", "method": "wB97M-V/def2-TZVPD", "homo_ev": -9.0, "de_lowest_kj_mol": 36.99, "homo_lumo_gap_ev": 9.44, "max_force_ev_per_a": 4.069, "spin_multiplicity": 1, "elements": ["C", "O", "P", "S", "S", "H", "H", "H", "H", "H"], "positions_angstrom": [[0.31649, -0.37091, -1.45443], [-0.35903, -0.94536, 1.29224], [0.33858, 0.27664, 0.51609], [2.14677, 0.84263, 0.90462], [-1.24375, 1.70984, 0.61873], [-0.31946, 0.35568, -2.02047], [1.28025, -0.22124, -1.77859], [-0.03213, -1.38284, -1.58981], [-0.06519, -1.21663, 2.14078], [-2.06253, 0.95218, 1.37084]], "mulliken_charge": [-0.93, -0.53, 0.70, -0.37, -0.28, 0.28, 0.34, 0.29, 0.34, 0.17]}

***

No. 6
{"formula": "C39H29N5OReS4", "method": "wB97M-V/def2-TZVPD", "homo_ev": [-11.4, -11.4], "de_lowest_kj_mol": 182.88, "total_charge": 2, "homo_lumo_gap_ev": [3.74, 4.29], "max_force_ev_per_a": 1.568, "spin_multiplicity": 2, "elements": ["Re", "S", "C", "C", "C", "C", "C", "C", "S", "C", "C", "C", "C", "C", "C", "C", "S", "C", "C", "C", "C", "C", "C", "S", "N", "H", "H", "H", "H", "H", "H", "H", "H", "H", "H", "H", "H", "H", "H", "H", "C", "O", "C", "C", "C", "C", "C", "C", "C", "N", "C", "C", "N", "C", "C", "C", "C", "N", "C", "C", "N", "C", "C", "C", "C", "H", "H", "H", "H", "H", "H", "H", "H", "H", "H", "H", "H", "H", "H"], "positions_angstrom": [[-2.37576, 1.88070, 0.05661], [-2.12073, 1.60365, -2.28175], [-0.94819, 2.80787, -2.78260], [-0.41370, 2.73440, -4.07036], [0.49847, 3.67908, -4.50801], [0.90116, 4.71386, -3.67210], [0.37549, 4.80745, -2.39298], [-0.54760, 3.86406, -1.96697], [-1.27628, 4.06751, -0.34923], [-2.74342, 5.05937, -0.78760], [-3.99767, 4.52210, -0.18340], [-4.99940, 5.40952, 0.16383], [-6.22235, 4.92277, 0.59234], [-6.42375, 3.55504, 0.57305], [-5.38226, 2.71894, 0.21289], [-5.64572, 1.26394, 0.04971], [-4.15025, 0.24525, 0.22889], [-4.28325, -0.12841, 1.96723], [-5.16166, -1.13130, 2.35239], [-5.29173, -1.44790, 3.69467], [-4.52821, -0.76896, 4.63723], [-3.65609, 0.23191, 4.24745], [-3.52811, 0.57366, 2.89975], [-2.49043, 1.90963, 2.44907], [-4.15241, 3.18309, -0.08767], [-0.72331, 1.92614, -4.72062], [0.90299, 3.60914, -5.50870], [1.61336, 5.45090, -4.01632], [0.66546, 5.61732, -1.73481], [-2.82915, 5.04103, -1.87470], [-2.55345, 6.08008, -0.46492], [-4.82720, 6.47321, 0.08105], [-7.01029, 5.59541, 0.90291], [-7.38330, 3.12959, 0.83097], [-6.00960, 1.07594, -0.96371], [-6.39020, 0.90244, 0.75403], [-5.74999, -1.65234, 1.60522], [-5.98179, -2.22051, 4.00418], [-4.61831, -1.01971, 5.68547], [-3.06465, 0.76664, 4.97963], [9.79692, -5.66271, 0.00941], [8.48736, -6.20336, -0.09426], [7.43911, -5.37917, -0.09335], [6.17572, -5.97588, -0.22215], [5.04260, -5.20466, -0.23521], [5.12140, -3.80776, -0.11757], [6.37930, -3.22122, 0.01506], [7.52660, -3.98971, 0.02734], [3.89344, -3.03645, -0.12913], [2.68731, -3.55999, -0.26515], [1.82226, -2.51878, -0.20563], [2.49008, -1.32712, -0.03016], [3.81638, -1.67326, 0.01686], [1.81578, -0.10146, 0.16967], [2.52644, 1.07043, 0.45781], [1.83571, 2.17189, 0.86882], [0.45380, 2.10704, 0.89128], [-0.27812, 1.08794, 0.42890], [0.38148, -0.08089, 0.12337], [-0.31688, -1.32468, -0.18893], [-1.65188, -1.32714, -0.34186], [-2.25748, -2.46843, -0.61611], [-1.62245, -3.70699, -0.70192], [-0.26750, -3.74188, -0.53834], [0.40751, -2.53744, -0.31030], [10.47315, -6.50920, -0.04540], [9.93618, -5.14734, 0.96207], [10.00620, -4.97704, -0.81434], [6.12346, -7.05253, -0.31093], [4.06711, -5.65746, -0.33588], [6.47974, -2.14593, 0.11054], [8.48845, -3.50856, 0.13338], [4.59614, -1.04873, 0.12091], [3.60685, 1.08130, 0.40352], [2.33214, 3.08044, 1.17807], [-0.07595, 2.92435, 1.35008], [-3.32484, -2.42728, -0.78580], [-2.20142, -4.59859, -0.89547], [0.31122, -4.65424, -0.59132]], "mulliken_charge": [0.91, -0.35, 1.03, -0.66, -0.63, -0.69, -0.68, 0.24, -0.15, -0.91, 0.79, -0.87, -0.57, -0.84, 0.81, -1.05, 0.03, 0.06, -0.70, -0.72, -0.62, -0.68, 1.07, -0.40, 0.05, 0.50, 0.43, 0.44, 0.49, 0.48, 0.53, 0.47, 0.47, 0.49, 0.45, 0.63, 0.49, 0.43, 0.41, 0.49, -0.85, -0.46, 0.92, -0.57, -0.54, 0.45, -0.78, -0.63, 0.25, -0.81, 0.83, -0.25, -0.16, 0.69, -0.57, -1.76, -0.38, 0.31, 0.00, -0.46, 0.08, -0.09, -1.07, -0.49, 0.45, 0.25, 0.35, 0.35, 0.44, 0.51, 0.23, 0.41, 0.18, 0.45, 0.52, 1.02, 0.43, 0.45, 0.61]}